1.
The following is a quantum chemistry calculation of an isolated ion of composition C4H9N2S and charge +1 in a non-equilibrium geometry, from OMol25.

## Properties
- HOMO: -14.653 eV
- Total energy: -665.0606 Ha
- LUMO level: -6.38 eV
- Gap between HOMO and LUMO: 8.28 eV
- Maximum force: 4.34 eV/Å
- Total charge: +1

Each line ends with the natural charge from an NBO analysis.
Cartesian coordinates (Å):
1 C -0.54930 1.22932 0.87325  -0.701
2 C 0.00120 0.18406 -1.48173  -0.702
3 C 0.52084 -1.15858 0.61400  -0.366
4 C 0.24783 0.22451 0.00640  0.042
5 N 1.58186 -1.73949 -0.02765  -0.329
6 N 2.93860 -0.22565 -0.17648  -0.425
7 S 2.15984 1.00514 -0.11197  0.999
8 H -0.54130 2.34420 0.65898  0.271
9 H -1.63204 1.19997 0.73591  0.267
10 H -0.32908 1.03088 1.86988  0.232
11 H 0.54773 -0.73340 -1.98092  0.276
12 H 0.43084 1.08550 -1.84846  0.224
13 H -1.14070 0.33434 -1.67767  0.274
14 H 2.10770 -2.33556 0.61432  0.390
15 H 0.70781 -0.92235 1.72179  0.207
16 H -0.32416 -1.83466 0.42492  0.342

=====

2.
The following is a quantum chemistry calculation of C15H12Cl2MnNO4S2 as an isolated structure, from OMol25.

## Properties
- HOMO (spin up / spin down): -8.573 / -8.790 eV
- Total energy: -3802.3057 Ha
- LUMO level (spin up / spin down): -1.62 / -0.68 eV
- <S²>: 6.090
- Gap between HOMO and LUMO (spin up / spin down): 6.96 / 8.11 eV
- Maximum force: 0.91 eV/Å
- Multiplicity: 5

Each line ends with the Mulliken spin population.
Cartesian coordinates (Å):
1 Mn 1.68298 -0.50904 0.66605  4.114
2 Cl 3.91031 -0.78032 0.24232  -0.013
3 C 4.70146 0.72091 0.68826  0.005
4 C 6.05319 0.82815 0.44580  -0.003
5 C 6.67789 2.00840 0.80562  0.008
6 C 5.94165 3.02726 1.39022  -0.004
7 C 4.58420 2.87632 1.62060  0.008
8 Cl 3.71395 4.17876 2.35282  0.000
9 C 3.90876 1.70005 1.27197  0.001
10 S 2.19123 1.50846 1.55937  -0.064
11 H 6.60027 0.01464 -0.01201  -0.001
12 H 7.73765 2.13336 0.63071  0.001
13 H 6.41760 3.95655 1.67244  -0.001
14 C -6.23902 -1.00793 -1.89900  0.000
15 C -4.83554 -0.66784 -1.47242  0.000
16 C -4.59928 -0.00037 -0.26954  0.001
17 C -3.31295 0.30182 0.13722  0.001
18 C -2.25148 -0.08592 -0.67350  0.009
19 C -2.45237 -0.75061 -1.87191  -0.002
20 C -3.75119 -1.03136 -2.26521  -0.001
21 S -0.63564 0.36498 -0.18699  -0.037
22 O 0.33039 -0.06638 -1.21284  0.041
23 O -0.64479 1.75886 0.13998  0.004
24 N -0.22384 -0.49466 1.13542  -0.081
25 C -0.72460 -1.88930 1.20796  -0.001
26 C 0.23076 -2.85928 0.53380  0.016
27 O -0.07412 -3.95743 0.17183  0.010
28 O 1.46377 -2.35344 0.45782  0.000
29 H -6.96947 -0.37461 -1.39743  0.000
30 H -6.47159 -2.04582 -1.65180  0.000
31 H -6.36230 -0.89164 -2.97569  0.000
32 H -5.43789 0.29581 0.34951  0.000
33 H -3.12534 0.83947 1.05796  0.001
34 H -1.60355 -1.03846 -2.47874  -0.002
35 H -3.92511 -1.54222 -3.20490  0.000
36 H -1.71566 -1.99867 0.77516  -0.005
37 H -0.79033 -2.16854 2.25914  -0.005

=====

3.
The following is a quantum chemistry calculation of a 2-piece molecular cluster, C2H3INO2 overall in a non-equilibrium geometry, from OMol25.

## Properties
- HOMO: -13.613 eV
- Total energy: -580.5161 Ha
- LUMO level: -5.53 eV
- Gap between HOMO and LUMO: 8.08 eV
- Maximum force: 3.69 eV/Å
- Total charge: +1

Each line ends with the natural charge from an NBO analysis.
Cartesian coordinates (Å):
1 C -0.02618 -1.09394 0.26377  0.941
2 C 0.36638 -0.48114 1.41892  -0.822
3 N -0.57922 0.85928 -2.15850  0.042
4 O -0.44140 -1.90989 -0.37087  -0.239
5 O -0.00707 0.62415 -1.10826  -0.361
6 I -0.63558 2.72031 -2.99516  0.415
7 H 0.56027 -1.17523 2.21928  0.341
8 H -0.47784 0.28746 1.40118  0.341
9 H 1.24064 0.16899 1.32964  0.342

=====

4.
The following is a quantum chemistry calculation of C14H20N2O3S as an isolated structure in a non-equilibrium geometry, from OMol25.

## Properties
- HOMO: -8.835 eV
- Total energy: -1278.2959 Ha
- LUMO level: 0.18 eV
- Gap between HOMO and LUMO: 9.02 eV
- Maximum force: 19.12 eV/Å

Each line ends with the natural charge from an NBO analysis.
Cartesian coordinates (Å):
1 C -1.66084 -3.92599 0.34104  -0.654
2 C -0.39455 -3.01899 0.03130  -0.032
3 C 0.89465 -3.28952 0.38409  -0.164
4 C 1.87064 -2.56150 0.20427  -0.255
5 C 1.62720 -1.48454 -0.52523  -0.210
6 C 0.29046 -1.00777 -0.73604  -0.173
7 C -0.83569 -1.87682 -0.38795  0.130
8 N -2.05381 -1.32335 -1.03867  -0.647
9 C -2.69121 -0.10001 -0.85127  0.744
10 O -3.70159 0.00926 -1.23575  -0.545
11 C -1.97030 1.10600 0.08909  -0.373
12 H -1.31507 0.52236 0.65113  0.225
13 C -1.24699 1.89874 -0.82047  -0.418
14 H -0.16076 2.20164 -0.65151  0.223
15 H -1.63023 2.11387 -1.86446  0.228
16 C -2.06084 3.04399 0.33762  -0.359
17 H -2.50317 3.70943 -0.23351  0.211
18 H -1.36805 3.46075 1.03972  0.203
19 C -2.73354 2.03109 0.70136  -0.385
20 H -2.92991 1.88954 1.96572  0.176
21 H -3.88549 1.88816 0.24917  0.224
22 H -2.74802 -1.94967 -1.18333  0.386
23 H 0.22498 0.13362 -1.24151  0.271
24 S 2.87351 -0.10309 -0.48909  2.132
25 O 3.04040 0.26663 -2.31110  -0.917
26 O 4.19402 -0.56685 0.03096  -0.912
27 N 2.28774 1.05579 0.04540  -0.799
28 C 2.28518 1.27811 1.45447  -0.427
29 H 1.66903 0.14592 1.84876  0.190
30 H 3.29103 1.06245 1.98513  0.243
31 H 1.69799 2.06143 1.85620  0.227
32 C 2.87799 2.42899 -0.55295  -0.321
33 H 3.93937 2.63204 0.02231  0.203
34 H 2.26232 3.18182 -0.18921  0.194
35 H 2.96007 2.30789 -1.50378  0.239
36 H 2.85341 -2.59342 0.58015  0.253
37 H 0.91705 -4.33985 0.69603  0.212
38 H -1.41669 -4.76466 1.11827  0.233
39 H -2.53743 -3.36095 0.78495  0.221
40 H -2.21285 -4.16254 -0.60130  0.224

=====

5.
The following is a quantum chemistry calculation of C10H18AlBrNO2 as an isolated structure in a non-equilibrium geometry, from OMol25.

## Properties
- HOMO: -4.907 eV
- Total energy: -3413.5429 Ha
- LUMO level: 3.04 eV
- Gap between HOMO and LUMO: 7.95 eV
- Maximum force: 1.33 eV/Å
- Total charge: -1

Each line ends with the natural charge from an NBO analysis.
Cartesian coordinates (Å):
1 C -1.98159 3.15451 2.00208  -0.360
2 C -2.37003 2.10568 1.55055  0.038
3 C -2.73202 0.99256 0.69491  -1.041
4 Al -1.09480 -0.07846 0.03736  1.687
5 C 0.19840 -0.20528 1.58690  -1.024
6 C 1.69602 -0.10431 1.25064  -0.205
7 N 2.58556 -0.48744 2.37699  -0.849
8 C -1.83176 -1.89799 -0.53720  -1.073
9 C -0.90142 -3.03961 -0.39011  0.797
10 O -1.14248 -4.00397 0.29316  -0.605
11 O 0.31152 -3.01378 -1.07050  -0.746
12 C -0.36277 0.93671 -1.59949  -0.774
13 Br -0.10823 2.85457 -1.23833  -0.076
14 C 0.86295 0.27067 -2.29277  -0.423
15 C 2.22736 0.96495 -2.10788  -0.613
16 H -1.49682 3.88905 2.59768  0.214
17 H -3.31951 0.28489 1.29297  0.224
18 H -3.34963 1.34265 -0.13440  0.235
19 H -0.06382 0.52371 2.35810  0.222
20 H 0.04439 -1.19782 2.04409  0.194
21 H 1.91289 0.94796 1.06669  0.188
22 H 1.92688 -0.70324 0.36710  0.149
23 H 2.64055 0.32657 2.97526  0.342
24 H 2.14420 -1.21749 2.92185  0.344
25 H -2.16389 -1.83518 -1.57968  0.239
26 H -2.71243 -2.13153 0.05841  0.237
27 H 0.87152 -2.35763 -0.63709  0.485
28 H -1.17764 0.89923 -2.32496  0.202
29 H 0.96234 -0.75728 -1.94897  0.194
30 H 0.65996 0.24651 -3.36613  0.185
31 H 3.00784 0.19759 -2.16015  0.194
32 H 2.34056 1.45368 -1.14713  0.218
33 H 2.41589 1.63950 -2.93996  0.201

=====

Q: What is the total energy in the third record?
A: -580.5161 Ha